# 1
17
Properties=species:S:1:pos:R:3:forces:R:3 method="wB97M-V/def2-TZVPD" mol_weight_g_mol=103.21 relative_energy_kcal_mol=0.5 gap_ha=0.23518 e_homo_ev=-2.348 charge=-1 multiplicity=1
C -3.012288 0.258882 -0.130156 0.236 -0.119 -0.141
C -2.587290 -0.295924 1.225422 -0.100 -0.218 0.117
S -0.783629 -0.514194 1.349579 -0.031 -0.057 0.068
H -2.731410 -0.460122 -0.904586 0.003 0.016 -0.006
H -2.447546 1.168524 -0.343638 -0.126 0.092 0.014
H -4.088393 0.447592 -0.226628 -0.054 0.074 0.136
H -3.094603 -1.257261 1.380615 0.056 0.007 -0.035
H -2.939834 0.344395 2.040699 -0.004 0.161 -0.105
C 2.292279 1.050630 -0.003539 0.114 -0.046 0.081
C 2.742229 -0.045019 -0.919849 0.165 0.141 -0.065
C 2.341768 -1.304056 -0.832115 -0.155 0.061 -0.021
H 1.958083 1.928017 -0.563236 -0.072 -0.043 -0.007
H 1.477840 0.704537 0.635334 -0.071 0.110 -0.059
H 3.120873 1.382912 0.632678 0.011 -0.008 -0.038
H 3.449878 0.222158 -1.705405 0.030 0.014 0.060
H 2.713423 -2.042382 -1.532736 -0.038 -0.095 0.043
H 1.588621 -1.588690 -0.102439 0.036 -0.089 -0.042

---

# 2
20
Properties=species:S:1:pos:R:3:forces:R:3 method="wB97M-V/def2-TZVPD" mol_weight_g_mol=131.13 relative_energy_kcal_mol=13.6 gap_ha=0.31410 e_homo_ev=-4.672 charge=-1 multiplicity=1
C -2.293187 0.290696 0.523477 -0.143 0.609 0.107
C -1.227252 0.399615 1.636135 0.116 -0.422 -0.126
C 0.080225 -0.353607 1.325690 0.328 -0.171 0.254
C 0.632845 -0.085203 -0.093016 -0.802 0.086 0.903
C 2.175189 0.178843 -0.267828 -0.423 1.110 -1.511
O 2.559649 -0.284283 -1.548244 -0.536 -0.606 -0.306
Al 1.013031 -0.633091 -2.525336 0.229 -0.603 1.875
O 0.138076 -1.089993 -0.936286 0.914 0.498 -1.010
H -1.876816 0.109765 -0.469429 0.142 -0.048 0.192
H -3.033003 -0.491516 0.718719 0.170 -0.013 0.040
H -2.830620 1.247986 0.481067 -0.126 -0.233 -0.068
H -1.004681 1.451619 1.851641 -0.011 -0.078 -0.170
H -1.652801 -0.018220 2.557494 0.073 0.159 0.025
H 0.832516 -0.148314 2.105337 -0.138 0.197 -0.116
H -0.122045 -1.429398 1.405375 0.118 0.078 -0.216
H 0.175926 0.881969 -0.389252 0.057 -0.003 -0.066
H 2.279628 1.277363 -0.381205 -0.111 -0.015 0.767
H 2.851104 -0.080650 0.559457 -0.164 -0.740 -0.113
H 0.251015 0.682324 -3.058333 0.140 0.135 -0.235
H 1.051200 -1.905903 -3.495462 0.167 0.061 -0.225

---

# 3
22
Properties=species:S:1:pos:R:3:forces:R:3 method="wB97M-V/def2-TZVPD" mol_weight_g_mol=396.45 relative_energy_kcal_mol=0.0 gap_ha="0.15877 / 0.15873" e_homo_ev="-6.473 / -6.472" multiplicity=1
Bi -1.250705 -3.006748 0.325705 0.960 2.260 0.056
Cl 0.714147 -1.509969 -1.044495 -0.963 -0.505 0.549
C 0.104369 -2.535706 2.090207 -0.294 -0.816 0.060
H -0.386150 -2.823220 3.030825 0.146 0.295 -0.232
H 0.412095 -1.487054 2.068158 -0.367 -0.116 -0.104
H 0.982283 -3.181559 1.951942 -0.174 0.146 -0.010
Ti 0.867516 1.016621 -0.803456 -0.844 0.543 1.575
C 0.315900 1.726512 -2.623820 -0.406 0.226 -0.491
C 2.859937 1.417862 -0.549960 0.452 0.047 0.259
C -0.151470 1.866841 0.614670 0.601 -1.242 -1.022
H 2.966562 1.965474 0.399883 0.167 -0.136 -0.268
H 3.435325 0.478569 -0.504863 -0.006 0.231 -0.001
H 3.229785 2.033598 -1.385239 -0.023 -0.142 0.281
H -0.555219 2.380313 -2.487015 0.113 -0.045 -0.201
H 1.137794 2.284288 -3.089961 -0.185 -0.039 0.023
H 0.040448 0.879977 -3.267981 0.007 0.127 -0.040
H 0.195305 1.961471 1.658241 -0.177 0.208 -0.387
H -1.190536 2.195261 0.430921 0.406 0.019 0.194
O -3.719376 -2.604062 0.464441 0.697 1.735 0.777
C -3.464952 -1.398297 0.800263 0.698 -1.085 -0.305
O -2.254110 -0.963783 0.919907 -1.052 -1.580 -0.648
H -4.288946 -0.696388 1.001627 0.242 -0.132 -0.064

---

# 4
22
Properties=species:S:1:pos:R:3:forces:R:3 method="wB97M-V/def2-TZVPD" mol_weight_g_mol=476.82 relative_energy_kcal_mol=0.0 s_squared=20.013 gap_ha="0.21796 / 0.21834" e_homo_ev="-3.235 / -5.043" charge=-1 multiplicity=9
Ir 0.072346 -0.174427 0.302370 -1.047 1.318 1.888
Cl -0.541570 2.553033 -1.310541 -0.228 0.650 0.251
C -1.966477 -0.264334 0.704685 -1.371 -0.215 0.254
H -2.018741 -0.747087 1.699065 -0.186 0.056 -0.227
H -2.498656 -0.879982 -0.036462 -0.020 0.169 0.265
H -2.415826 0.742487 0.771557 0.220 -0.445 -0.082
Pm 0.342536 0.482619 -2.455223 0.505 0.193 -2.146
C 2.613337 0.852848 -3.295872 -0.118 -0.027 0.025
C -0.894137 0.071877 -4.541644 0.066 0.010 0.101
C 0.402196 -1.509877 -0.903530 1.539 -3.953 -3.685
H -1.296282 -0.948656 -4.589889 -0.088 0.036 -0.113
H -1.735880 0.776471 -4.523081 -0.103 -0.080 -0.105
H -0.318325 0.261993 -5.458358 -0.066 -0.058 0.110
H 3.314928 0.078296 -2.958902 0.091 0.076 -0.030
H 2.699664 0.941296 -4.388138 0.004 -0.029 0.113
H 2.930647 1.809061 -2.858042 0.145 -0.017 -0.022
H -0.407207 -2.071576 -1.444857 0.326 0.192 0.553
H 1.387539 -1.877209 -1.302752 -0.662 0.117 0.379
O 0.812275 1.772247 3.653880 -0.071 -0.832 -0.987
C 0.781346 1.031059 2.680779 0.009 1.092 0.833
O 0.198527 1.296017 1.530716 1.095 1.561 2.437
H 1.283960 0.035842 2.691137 -0.040 0.187 0.190

---

# 5
23
Properties=species:S:1:pos:R:3:forces:R:3 method="wB97M-V/def2-TZVPD" mol_weight_g_mol=177.64 relative_energy_kcal_mol=2.2 gap_ha=0.34858 e_homo_ev=-17.661 charge=+2 multiplicity=1
C 0.579577 2.383768 0.395537 4.419 -3.479 0.489
N 0.457324 1.292816 1.411175 0.109 1.635 -0.013
C 0.443438 1.789617 2.768673 -2.677 0.913 2.512
C 0.278632 0.067644 1.069953 0.009 -0.497 -0.258
Cl 0.145197 -1.090589 2.319927 -0.001 -0.519 -0.312
N 0.070237 -0.286735 -0.226837 -1.234 0.398 0.936
C 0.463254 -1.349986 -0.833852 1.286 0.610 -0.006
N 1.601553 -2.026439 -0.561679 0.174 -0.688 -1.140
N -0.217736 -1.715559 -2.042213 0.308 -0.098 1.648
C -1.518680 -1.604269 -2.375573 -1.743 0.242 -1.142
N -2.480046 -0.898237 -1.774301 3.182 -0.031 0.821
H 0.997544 3.239177 0.869066 0.159 0.616 0.059
H 1.256594 1.873807 -0.341116 -0.018 1.323 0.453
H -0.250375 2.487534 -0.135149 -4.043 0.934 -1.712
H 0.468828 0.952728 3.508401 0.072 1.000 -0.686
H 1.178600 2.570659 3.060061 -0.013 -0.819 -0.902
H -0.602443 2.359384 2.915578 2.121 -1.339 -0.306
H 1.975342 -2.686768 -1.320297 -0.410 1.164 2.117
H 2.214153 -1.745076 0.257989 -1.044 -0.613 -1.680
H 0.385814 -2.356009 -2.524539 -0.612 -0.389 -1.089
H -1.818663 -2.152805 -3.342107 0.543 0.836 1.654
H -3.412123 -0.809749 -2.148487 -0.104 -0.255 -0.261
H -2.216020 -0.294913 -0.950210 -0.484 -0.943 -1.181

---

# 6
20
Properties=species:S:1:pos:R:3:forces:R:3 method="wB97M-V/def2-TZVPD" mol_weight_g_mol=149.70 relative_energy_kcal_mol=63.4 gap_ha=0.29475 e_homo_ev=-7.705 multiplicity=1
C 0.985119 0.542065 2.510243 -1.063 -2.895 -3.796
C 1.466025 -0.271231 1.552006 -1.036 -0.545 -0.344
C 0.924938 1.001302 -2.040932 -1.056 0.810 2.453
C -1.337862 1.061564 -1.129090 0.110 -1.687 0.721
C -1.277985 -1.830925 0.759393 -1.384 1.851 0.869
N -0.263786 0.242255 -1.514249 3.897 -1.980 1.189
Si 0.450790 -1.248867 0.257650 -1.965 2.697 -1.006
Cl 1.584307 -2.762714 -0.477006 0.185 0.004 -0.240
H 1.584461 1.136616 3.029712 2.503 2.253 2.547
H -0.054210 0.682086 2.567512 -1.273 0.208 0.363
H 2.517305 -0.443799 1.407573 0.546 0.324 0.185
H 1.673743 0.210253 -2.284906 -0.370 1.242 -0.509
H 0.495837 1.725248 -2.784426 0.881 -1.092 -0.240
H 1.360574 1.773882 -1.248326 -0.433 -1.600 -1.160
H -2.132843 0.380095 -1.048766 -1.645 -0.543 0.693
H -1.276430 1.693414 -0.296102 0.515 0.807 2.011
H -1.645269 1.716333 -1.851236 -0.490 1.721 -2.703
H -1.470921 -2.904679 0.903825 0.368 0.405 -0.049
H -1.615096 -1.254834 1.764438 0.781 -1.304 -2.278
H -1.968697 -1.448066 -0.077313 0.928 -0.676 1.293

---

# 7
26
Properties=species:S:1:pos:R:3:forces:R:3 method="wB97M-V/def2-TZVPD" mol_weight_g_mol=362.41 relative_energy_kcal_mol=0.0 gap_ha=0.09779 e_homo_ev=-14.498 charge=+2 multiplicity=1
C 3.216570 -0.601945 0.474751 0.265 0.576 0.729
S 1.430784 -0.828109 0.559757 0.006 -2.291 0.617
O 1.271874 -0.859649 2.024246 1.221 0.051 1.409
O 1.215704 -2.146759 0.016429 0.212 -0.473 -0.810
P 0.238639 0.843501 -0.437566 -2.903 4.491 -2.387
N 0.443532 0.142097 -1.926401 0.385 -1.327 1.227
C -1.205592 0.651210 0.709351 0.394 -1.473 0.423
C -1.947529 -0.697591 0.631609 -0.314 0.268 -0.168
C -3.013885 -0.753450 -0.468594 0.231 -0.491 0.278
I -2.413889 -1.933847 -2.166787 -0.182 0.315 0.115
N -0.557307 2.254325 -1.247034 0.548 -1.176 0.024
C -0.304515 3.327657 -0.753146 -0.130 1.492 0.654
O -0.085346 4.337059 -0.226450 0.035 -0.155 -0.315
H 3.537640 -1.665891 0.554581 0.109 -0.003 -1.426
H 3.598148 -0.116728 -0.418552 0.481 -0.248 -0.099
H 3.472446 -0.062093 1.400763 0.138 0.553 -0.378
H 1.260996 1.728560 -0.021076 0.255 -0.899 0.417
H 0.259371 -0.860228 -1.949701 0.269 -0.106 -0.131
H -0.163350 0.592301 -2.597109 -0.001 0.273 -0.186
H -1.919503 1.421750 0.480085 0.081 0.457 -0.427
H -0.903967 0.838998 1.735838 0.491 -0.067 0.146
H -1.302608 -1.566743 0.565143 0.233 -0.094 0.056
H -2.484259 -0.797564 1.568485 -0.010 0.007 0.311
H -3.368392 0.223610 -0.763250 0.137 0.192 -0.393
H -3.866727 -1.274977 -0.066436 -0.269 -0.280 -0.111
Mg 3.591157 -2.195503 2.321065 -1.680 0.409 0.424

---

# 8
25
Properties=species:S:1:pos:R:3:forces:R:3 method="wB97M-V/def2-TZVPD" mol_weight_g_mol=313.94 relative_energy_kcal_mol=42.2 gap_ha=0.10423 e_homo_ev=-16.940 charge=+2 multiplicity=1
In 3.721412 -0.319041 -0.274870 -1.368 0.759 -0.313
C 1.639177 2.529408 -3.715266 -0.557 1.360 -1.916
C 2.450064 1.815593 -2.566842 3.045 -2.252 3.389
O 1.802052 1.456879 -1.555850 -1.456 0.368 -0.887
O 3.665688 1.638928 -2.727086 -1.082 0.542 -1.215
H 1.283339 3.506970 -3.388152 0.194 -0.153 0.648
H 0.792342 1.961175 -4.095857 0.152 -0.579 0.595
H 2.374049 2.677119 -4.504803 0.090 -0.156 0.120
C -1.445943 1.564400 0.543691 1.182 0.068 -0.974
O -1.167756 0.669465 1.638993 0.503 -1.270 0.224
P -0.364075 -0.678525 1.337605 -1.776 -0.992 0.792
O 1.019951 -0.468131 0.828417 0.720 0.327 -0.941
O -0.410402 -1.560771 2.647955 -0.550 2.065 -0.521
C 0.409950 -2.682716 2.859365 0.820 -1.401 0.767
O -1.315297 -1.492879 0.357059 1.573 0.166 -0.174
C -2.676825 -1.722695 0.689348 -1.830 0.756 0.527
H -2.356640 2.137227 0.678949 0.082 -0.100 0.552
H -1.480969 1.058734 -0.425553 -0.369 -0.427 0.218
H -0.549449 2.180168 0.443027 -0.346 0.540 0.266
H 1.034459 -2.520216 3.741611 0.064 0.295 -0.214
H 1.032263 -2.952645 2.005544 -0.083 0.218 -0.068
H -0.195642 -3.551515 3.125628 -0.284 0.222 -0.258
H -2.967461 -1.402780 1.693787 0.574 0.098 0.119
H -3.016871 -2.754787 0.631499 0.696 -0.141 -0.517
H -3.277428 -1.089364 0.031809 0.006 -0.312 -0.218

---

# 9
18
Properties=species:S:1:pos:R:3:forces:R:3 method="wB97M-V/def2-TZVPD" mol_weight_g_mol=86.16 relative_energy_kcal_mol=86.1 gap_ha=0.21921 e_homo_ev=-13.169 charge=+1 multiplicity=1
C -1.162133 0.384290 -1.785469 -0.219 0.529 -0.739
C -0.404614 1.017704 -0.567455 -0.121 -1.878 -1.003
C -0.503016 0.281811 0.697456 1.338 3.148 0.704
C 0.631798 0.335351 1.613580 -0.202 -1.258 1.678
C 1.728069 -0.819836 1.479811 -0.451 -0.117 -1.444
N -1.141662 -1.052880 -1.804804 -0.255 0.650 0.930
H -2.169210 0.820635 -1.801025 -0.113 -0.417 0.065
H -0.673488 0.819096 -2.670501 -0.117 -0.306 0.217
H 0.636546 1.076576 -0.891642 0.042 0.560 0.586
H -0.921164 1.991669 -0.461685 0.407 -0.047 0.503
H -1.428374 0.028926 1.207603 -0.403 -0.772 -0.786
H 0.235242 0.176355 2.626531 0.030 0.287 -0.216
H 1.392771 -1.475400 0.680297 0.158 -0.375 0.044
H 2.648366 -0.377870 1.108555 0.078 -0.017 0.343
H 1.852043 -1.413641 2.380063 -0.060 0.363 0.085
H 1.193943 1.266399 1.600820 -0.241 0.255 -0.585
H -1.136797 -1.427411 -0.878544 -0.109 -0.841 -0.181
H -0.778320 -1.631775 -2.533592 0.240 0.236 -0.199

---

# 10
18
Properties=species:S:1:pos:R:3:forces:R:3 method="wB97M-V/def2-TZVPD" mol_weight_g_mol=86.16 relative_energy_kcal_mol=28.1 gap_ha=0.41411 e_homo_ev=-14.920 charge=+1 multiplicity=1 smiles="C=C([NH3+])CCC"
C -0.480490 1.877574 1.197226 -0.690 0.315 -0.481
C 0.105138 0.896727 0.556356 0.662 -0.027 0.067
N 1.044668 0.022661 1.338404 -0.208 -0.185 0.392
C 0.194960 0.663962 -0.927614 0.359 0.731 0.387
C 0.045087 -0.758038 -1.437842 0.012 -0.963 0.315
C -0.914506 -1.602189 -0.607748 -0.589 -0.205 0.544
H -0.398420 2.095767 2.248976 0.088 -0.072 0.154
H -1.119127 2.513487 0.590359 0.012 0.043 0.309
H 1.756660 -0.325206 0.693804 0.089 -0.283 0.256
H 0.536631 -0.753756 1.773288 0.086 -0.247 -0.458
H 1.496543 0.475441 2.136619 0.097 0.421 -0.303
H 1.171744 1.105165 -1.193631 -0.196 -0.263 -0.290
H -0.540232 1.319329 -1.379966 -0.197 0.075 -0.055
H -0.322083 -0.728580 -2.455080 0.066 0.088 -0.275
H 1.007768 -1.281851 -1.481579 -0.002 0.178 -0.040
H -0.579588 -1.744363 0.426070 0.093 -0.007 -0.048
H -1.099291 -2.618005 -0.962219 0.334 0.163 -0.345
H -1.905463 -1.158129 -0.515421 -0.018 0.238 -0.127

---

# 11
18
Properties=species:S:1:pos:R:3:forces:R:3 method="wB97M-V/def2-TZVPD" mol_weight_g_mol=86.16 relative_energy_kcal_mol=25.2 gap_ha=0.34988 e_homo_ev=-13.257 charge=+1 multiplicity=1 smiles="C=C(C)CC[NH3+]"
C 1.863929 -0.833371 -1.085718 0.115 0.185 -0.151
C 1.016240 -0.396380 -0.160113 0.261 -0.130 -0.154
C 1.441433 0.674344 0.823678 0.100 -1.124 0.284
C -0.349241 -1.047918 -0.059481 -0.686 0.480 -0.403
C -1.434669 -0.172244 0.583215 1.441 -0.050 -0.529
N -1.805103 0.949792 -0.360863 -0.407 0.564 -0.064
H 1.669905 -1.598329 -1.828420 -0.384 -0.070 0.192
H 2.856594 -0.425731 -1.154889 0.251 0.201 0.074
H 0.720365 1.480771 0.918062 0.140 0.462 -0.117
H 1.540698 0.249076 1.830308 -0.164 -0.007 -0.030
H 2.441826 1.012485 0.568787 -0.188 0.419 -0.121
H -0.665575 -1.298386 -1.081163 -0.039 -0.218 0.191
H -0.338677 -1.982274 0.491832 0.202 -0.129 0.215
H -2.304597 -0.727766 0.882336 -0.441 0.006 -0.071
H -0.970519 0.338877 1.413326 -0.359 0.006 0.558
H -1.089748 1.680943 -0.358273 0.185 -0.139 0.017
H -1.922202 0.678797 -1.338660 0.033 -0.377 0.021
H -2.670658 1.417315 -0.083966 -0.061 -0.077 0.089

---

# 12
18
Properties=species:S:1:pos:R:3:forces:R:3 method="wB97M-V/def2-TZVPD" mol_weight_g_mol=86.16 relative_energy_kcal_mol=29.3 s_squared=0.752 gap_ha="0.39627 / 0.32808" e_homo_ev="-20.117 / -21.666" charge=+2 multiplicity=2
C 0.605633 -0.252740 -1.883297 0.807 0.134 1.288
C -0.518776 0.100308 -0.990042 -0.836 -0.911 -2.473
C -0.678688 1.223165 -0.184084 -0.281 1.741 0.286
C -1.991827 1.664126 0.315446 -0.026 -2.197 -0.187
H 1.561226 0.209243 -1.586569 -0.299 0.079 -0.318
H 0.733113 -1.348320 -1.870535 -0.135 0.155 -0.325
H 0.406656 0.011878 -2.937630 -0.246 -0.010 0.156
H -1.397289 -0.538108 -1.191195 0.140 0.302 0.564
H 0.185396 1.871965 -0.042550 0.099 -0.024 0.176
H -2.663266 0.820374 0.105534 -0.311 0.470 0.119
H -2.007626 1.818883 1.405944 0.243 0.484 -0.164
H -2.387220 2.543526 -0.200068 0.244 0.398 0.069
C 1.717401 -1.594359 1.991602 -0.019 -0.364 0.461
N 1.023806 -1.173456 1.012208 -0.051 0.961 -0.089
H 1.499976 -2.549183 2.462239 0.012 -0.097 -0.195
H 2.523101 -0.977738 2.396280 -0.174 -0.050 -0.195
H 1.165332 -0.237432 0.647567 0.680 -0.057 0.189
H 0.223053 -1.592132 0.549149 0.155 -1.015 0.637